C7H10 | wB97M-V/def2-TZVPD

Results
DFT total energy, eV: -7417.4097
2S+1: 1
Charge: 0
Energy above the lowest of the compared OMol25 structures with the same formula, charge and spin, kcal/mol: 83.6
SMILES: C1C[C@H]2[C@@H]1[C@H]1C[C@@H]21

Each atom is followed by the atoms it is bonded to, with distances in Å.
Cartesian coordinates (Å):
1 C 0.950 -0.766 1.214  C2 1.496, C3 1.501, H8 1.088, H9 1.086
2 C 1.259 0.469 0.429  C1 1.496, C3 1.514, C7 1.545, H10 1.085
3 C 1.178 -0.874 -0.266  C1 1.501, C2 1.514, C4 1.550, H11 1.089
4 C -0.026 -0.372 -1.103  C3 1.550, C5 1.566, C7 1.574, H12 1.095
5 C -1.425 -0.546 -0.423  C4 1.566, C6 1.610, H13 1.095, H14 1.103
6 C -1.303 0.958 0.135  C5 1.610, C7 1.504, H15 1.094, H16 1.116
7 C 0.095 1.038 -0.414  C2 1.545, C4 1.574, C6 1.504, H17 1.094
8 H 1.775 -1.126 1.825  C1 1.088
9 H -0.027 -0.919 1.665  C1 1.086
10 H 2.146 1.062 0.620  C2 1.085
11 H 1.991 -1.485 -0.655  C3 1.089
12 H 0.057 -0.570 -2.177  C4 1.095
13 H -1.499 -1.402 0.256  C5 1.095
14 H -2.232 -0.677 -1.165  C5 1.103
15 H -2.034 1.570 -0.401  C6 1.094
16 H -1.163 1.538 1.079  C6 1.116
17 H 0.260 2.100 -0.619  C7 1.094